Here is a structure of composition C5H8O3 from OMol25. Energies are from wB97M-V/def2-TZVPD.

Values from the calculation:
Total energy (eV): -11452.817
Charge: 0
HOMO-LUMO gap (eV): 8.31
Relative energy (zero: lowest compared OMol25 entry of this formula, charge and spin) (kcal per mole): 108.44
HOMO level (eV): -7.60

Last column: Mulliken charge in e.
Geometry (Å):
C: -0.71 -0.71 -0.13  -0.350
C: -0.66 -0.74 -1.62  -1.120
C: 2.06 0.72 0.34  -0.960
C: 0.94 0.13 1.13  0.722
C: -1.92 0.47 0.83  0.194
O: -0.34 0.57 0.49  -0.143
O: 0.97 -0.47 2.16  -0.462
O: -2.40 0.26 1.91  -0.507
H: -0.78 -1.55 0.54  0.483
H: -2.36 1.00 -0.02  0.340
H: -1.16 -1.65 -1.96  0.324
H: 0.37 -0.78 -2.00  0.265
H: -1.15 0.10 -2.11  0.302
H: 1.71 1.24 -0.56  0.310
H: 2.61 1.45 0.94  0.312
H: 2.80 -0.04 0.06  0.292



Here is the molecule C5H8O3 from OMol25. Energies are from wB97M-V/def2-TZVPD.

Values from the calculation:
SMILES string: O[C@H]1C([C@H]2CO2)[C@@H]1O
Total energy (eV): -11453.030
Charge: 0
HOMO-LUMO gap (eV): 9.42
Relative energy (zero: lowest compared OMol25 entry of this formula, charge and spin) (kcal per mole): 103.52
HOMO level (eV): -8.66

Last column: Mulliken charge in e.
Geometry (Å):
O: 0.03 2.02 -0.04  -0.570
C: 0.76 0.96 0.26  0.022
C: 0.37 -0.55 0.49  -0.570
C: -0.94 -0.87 -0.15  -0.053
C: -2.21 -0.29 0.38  -0.403
O: -1.70 0.13 -0.93  -0.484
C: 1.39 -0.21 -0.44  -0.148
O: 2.69 -0.57 -0.14  -0.558
H: -0.69 1.94 -0.75  0.382
H: 1.41 1.08 1.20  0.287
H: 0.66 -1.06 1.38  0.437
H: -1.06 -1.96 -0.53  0.375
H: -1.94 0.39 1.16  0.258
H: -3.12 -0.88 0.44  0.317
H: 1.15 -0.29 -1.54  0.322
H: 3.22 0.14 -0.79  0.387



Here is the molecule C5H8O5 from OMol25. Energies are from wB97M-V/def2-TZVPD.

Values from the calculation:
SMILES string: C[C@@H](C(=O)O)C(=O)OCO
Total energy (eV): -15552.090
Charge: 0
HOMO-LUMO gap (eV): 11.10
Relative energy (zero: lowest compared OMol25 entry of this formula, charge and spin) (kcal per mole): 15.71
HOMO level (eV): -10.61

Last column: Mulliken charge in e.
Geometry (Å):
C: -1.63 -1.51 -0.59  -1.540
C: -0.50 -0.48 -0.49  0.705
C: -1.03 0.77 0.19  0.218
O: -1.63 1.64 -0.38  -0.557
O: -0.94 0.74 1.58  -0.428
C: 0.72 -1.06 0.20  0.436
O: 0.86 -2.24 0.40  -0.565
O: 1.69 -0.24 0.63  -0.397
C: 2.18 0.87 -0.13  -0.176
O: 1.54 2.05 0.20  -0.493
H: -1.96 -1.83 0.40  0.334
H: -2.48 -1.09 -1.14  0.424
H: -1.27 -2.39 -1.15  0.358
H: -0.22 -0.16 -1.51  0.307
H: -1.47 1.46 1.96  0.369
H: 2.03 0.68 -1.20  0.339
H: 3.25 0.89 0.11  0.252
H: 0.85 1.92 0.92  0.415



Here is the molecule C5H8OS from OMol25. Energies are from wB97M-V/def2-TZVPD.

Values from the calculation:
SMILES string: O[C@@H]1CC=C[C@@H]1S
Total energy (eV): -18196.821
Charge: 0
HOMO-LUMO gap (eV): 10.01
Relative energy (zero: lowest compared OMol25 entry of this formula, charge and spin) (kcal per mole): 11.10
HOMO level (eV): -9.17

Last column: Mulliken charge in e.
Geometry (Å):
O: -0.29 1.74 -0.63  -0.558
C: 0.05 0.89 0.44  0.079
C: 1.45 0.33 0.15  -0.764
C: 1.18 -1.03 -0.43  -0.483
C: -0.08 -1.42 -0.22  -0.534
C: -0.86 -0.37 0.52  -0.044
S: -2.56 -0.14 -0.06  -0.274
H: -1.17 2.05 -0.46  0.346
H: 0.02 1.43 1.40  0.270
H: 2.00 1.00 -0.55  0.318
H: 2.06 0.25 1.04  0.272
H: 1.92 -1.64 -0.91  0.444
H: -0.49 -2.37 -0.51  0.450
H: -0.97 -0.70 1.58  0.319
H: -2.26 -0.03 -1.37  0.159



Here is the molecule C5H8OS2 from OMol25. Energies are from wB97M-V/def2-TZVPD.

Values from the calculation:
SMILES string: C[C@H]1S[C@@H](C=S)[C@@H]1O
Total energy (eV): -29031.248
Charge: 0
HOMO-LUMO gap (eV): 8.46
Relative energy (zero: lowest compared OMol25 entry of this formula, charge and spin) (kcal per mole): 33.05
HOMO level (eV): -8.97

Last column: Mulliken charge in e.
Geometry (Å):
C: 2.12 0.30 0.91  -1.322
C: 1.13 -0.05 -0.19  0.157
S: 0.55 -1.77 -0.16  -0.159
C: -0.90 -0.72 -0.63  0.040
C: -2.23 -1.11 -0.14  -0.275
S: -3.32 -0.12 0.46  -0.239
C: -0.26 0.58 -0.01  -0.449
O: -0.40 1.77 -0.75  -0.539
H: 1.67 0.07 1.91  0.325
H: 2.99 -0.28 0.68  0.390
H: 2.26 1.41 0.87  0.330
H: 1.53 0.21 -1.18  0.388
H: -0.87 -0.65 -1.72  0.341
H: -2.41 -2.20 -0.31  0.269
H: -0.51 0.64 1.04  0.383
H: -1.36 1.93 -0.80  0.359



Here is the molecule C5H8OS2 from OMol25. Energies are from wB97M-V/def2-TZVPD.

Values from the calculation:
SMILES string: CC(=S)CC(=S)CO
Total energy (eV): -29031.390
Charge: 0
HOMO-LUMO gap (eV): 8.02
Relative energy (zero: lowest compared OMol25 entry of this formula, charge and spin) (kcal per mole): 29.77
HOMO level (eV): -8.89

Last column: Mulliken charge in e.
Geometry (Å):
C: -0.32 -1.64 1.81  -1.178
C: -0.53 -0.21 1.35  0.537
S: -1.95 0.55 1.44  -0.230
C: 0.64 0.44 0.65  -0.838
C: 0.55 0.16 -0.82  0.364
S: 0.98 -1.27 -1.48  -0.261
C: -0.01 1.32 -1.62  -0.413
O: -0.70 0.97 -2.78  -0.478
H: -1.02 -1.88 2.60  0.375
H: -0.50 -2.30 0.98  0.296
H: 0.71 -1.78 2.13  0.313
H: 0.58 1.53 0.77  0.372
H: 1.60 -0.05 1.06  0.306
H: 0.87 1.97 -1.84  0.250
H: -0.74 1.89 -1.01  0.276
H: -0.18 0.31 -3.24  0.311



Here is a cluster of 2 separate species, C5H8OSi in total from OMol25. Energies are from wB97M-V/def2-TZVPD.

Values from the calculation:
SMILES string: C1=C[SiH]=CC1.C=O
Total energy (eV): -15235.299
Charge: 0
HOMO-LUMO gap (alpha / beta) (eV): 6.75 / 6.75
Relative energy (zero: lowest compared OMol25 entry of this formula, charge and spin) (kcal per mole): 84.43
HOMO level (alpha / beta) (eV): -7.04 / -7.04

Last column: Mulliken charge in e.
Geometry (Å):
C: 1.33 0.68 1.02  -0.467
C: 0.76 -0.40 1.43  -0.296
Si: 0.21 -1.46 -0.09  0.272
C: 1.41 -0.62 -1.07  -0.662
C: 1.67 0.66 -0.48  -0.443
H: 1.47 1.68 1.48  0.296
H: 0.43 -0.55 2.48  0.382
H: -0.63 -2.57 -0.57  -0.140
H: 1.56 -0.70 -2.10  0.465
H: 2.66 1.05 -0.69  0.369
H: 1.01 1.38 -1.07  0.230
C: -3.00 0.21 -0.03  -0.069
O: -2.18 -0.68 0.27  -0.406
H: -2.89 1.30 0.16  0.228
H: -3.80 0.02 -0.74  0.240



Here is the molecule C5H8P2 from OMol25. Energies are from wB97M-V/def2-TZVPD.

Values from the calculation:
SMILES string: [H]/P=C\PC(C)=C=C
Total energy (eV): -23887.962
Charge: 0
HOMO-LUMO gap (eV): 8.53
Relative energy (zero: lowest compared OMol25 entry of this formula, charge and spin) (kcal per mole): 60.18
HOMO level (eV): -8.75

Last column: Mulliken charge in e.
Geometry (Å):
H: 1.88 -1.14 -2.60  0.018
P: 0.95 -2.15 -2.20  -0.057
C: 0.75 -1.58 -0.61  -0.184
P: 1.61 -0.08 -0.27  -0.167
C: 0.15 0.65 0.43  0.359
C: -0.12 0.49 1.93  -1.009
C: -0.72 1.06 -0.45  0.122
C: -1.77 1.26 -1.15  -0.865
H: -0.17 -1.85 0.04  0.314
H: 2.21 -0.31 1.03  0.023
H: 0.58 1.22 2.43  0.325
H: 0.32 -0.50 2.22  0.311
H: -1.23 0.30 2.18  0.305
H: -2.42 0.44 -1.39  0.258
H: -2.01 2.20 -1.60  0.246



Here is the molecule C5H8S from OMol25. Energies are from wB97M-V/def2-TZVPD.

Values from the calculation:
SMILES string: CC#CCSC
Total energy (eV): -16147.283
Charge: 0
HOMO-LUMO gap (eV): 9.40
Relative energy (zero: lowest compared OMol25 entry of this formula, charge and spin) (kcal per mole): 54.30
HOMO level (eV): -8.44

Last column: Mulliken charge in e.
Geometry (Å):
C: 0.98 0.87 -3.19  -1.401
C: 0.47 0.80 -1.83  0.402
C: -0.03 0.76 -0.73  0.094
C: -0.70 0.85 0.60  -0.578
S: -0.82 -0.75 1.39  -0.123
C: 0.76 -1.36 1.93  -0.704
H: 0.88 1.64 -3.89  0.356
H: 0.58 0.00 -3.66  0.292
H: 2.00 0.67 -3.12  0.321
H: -0.36 1.65 1.35  0.340
H: -1.76 0.99 0.47  0.249
H: 1.23 -0.71 2.68  0.269
H: 1.35 -1.51 0.93  0.215
H: 0.38 -2.25 2.39  0.266



Here is the molecule C5H8S from OMol25. Energies are from wB97M-V/def2-TZVPD.

Values from the calculation:
SMILES string: C=CSC(=C)C
Total energy (eV): -16144.669
Charge: 0
HOMO-LUMO gap (eV): 9.27
Relative energy (zero: lowest compared OMol25 entry of this formula, charge and spin) (kcal per mole): 114.57
HOMO level (eV): -8.42

Last column: Mulliken charge in e.
Geometry (Å):
C: 0.36 1.58 -2.29  -0.328
C: 0.61 1.42 -0.95  -0.203
S: -0.62 1.00 0.32  -0.291
C: -0.28 -0.44 1.17  0.456
C: -0.22 -0.65 2.39  -0.528
C: -0.38 -1.50 0.09  -0.983
H: -0.79 1.40 -2.85  0.221
H: 1.47 1.89 -2.63  0.193
H: 1.80 1.59 -0.77  0.205
H: -0.52 0.34 3.00  0.161
H: -0.27 -1.62 3.00  0.281
H: -0.76 -2.40 0.75  0.329
H: -1.08 -1.02 -0.87  0.239
H: 0.69 -1.59 -0.37  0.247



Here is a cluster of 2 separate species, C5H8S in total from OMol25. Energies are from wB97M-V/def2-TZVPD.

Values from the calculation:
Total energy (eV): -16146.777
Charge: 0
HOMO-LUMO gap (eV): 9.14
Relative energy (zero: lowest compared OMol25 entry of this formula, charge and spin) (kcal per mole): 65.97
HOMO level (eV): -8.30

Last column: Mulliken charge in e.
Geometry (Å):
C: 0.54 -2.13 0.55  -0.664
C: 0.49 -1.16 -0.35  -0.196
C: -1.29 0.62 -1.09  -0.798
C: -0.28 0.04 -0.19  0.380
C: 0.74 1.66 0.71  -0.960
S: -1.91 0.07 0.53  -0.147
H: 1.09 -3.04 0.39  0.277
H: 0.00 -2.04 1.48  0.248
H: 1.02 -1.25 -1.30  0.294
H: -1.31 1.69 -1.23  0.267
H: -1.66 0.05 -1.93  0.325
H: 1.14 1.22 1.61  0.315
H: -0.04 2.38 0.85  0.340
H: 1.48 1.90 -0.03  0.319



Here is the molecule C5H8S from OMol25. Energies are from wB97M-V/def2-TZVPD.

Values from the calculation:
SMILES string: C=C[C@H](C)C=S
Total energy (eV): -16148.163
Charge: 0
HOMO-LUMO gap (eV): 8.55
Relative energy (zero: lowest compared OMol25 entry of this formula, charge and spin) (kcal per mole): 33.99
HOMO level (eV): -8.67

Last column: Mulliken charge in e.
Geometry (Å):
C: 1.15 0.67 1.49  -0.739
C: -0.08 0.28 1.12  -0.233
C: -0.56 -0.32 -0.17  0.863
C: 0.63 -0.96 -0.94  -1.486
C: -1.48 0.59 -0.77  -0.467
S: -1.51 1.17 -2.29  -0.227
H: 1.40 1.03 2.49  0.272
H: 2.00 0.51 0.83  0.188
H: -0.92 0.41 1.80  0.283
H: -1.09 -1.22 0.06  0.137
H: 1.00 -1.83 -0.41  0.364
H: 0.29 -1.21 -1.96  0.413
H: 1.40 -0.20 -1.11  0.358
H: -2.23 1.09 -0.14  0.275